Below is a 8-piece molecular cluster, C32H80O16 overall at a distorted geometry, with properties calculated with the ωB97M-V functional and the def2-TZVPD basis.

Summary:
Charge: 0
ΔE to the lowest compared entry with this formula, charge and spin in kcal/mol: 96.6
SMILES: COCCOC.COCCOC.COCCOC.COCCOC.COCCOC.COCCOC.COCCOC.COCCOC
DFT total energy in a.u.: -2470.5515

The geometry in XYZ format:
```
128
Properties=species:S:1:pos:R:3:lowdin_charge:R:1
C 2.402 -2.253 -7.733 -0.11
O 3.482 -2.244 -8.637 -0.20
C 3.149 -2.621 -9.978 -0.20
C 4.367 -3.146 -10.739 -0.21
O 4.211 -3.140 -12.169 -0.20
C 5.443 -3.572 -12.889 -0.06
H 2.778 -2.054 -6.730 0.09
H 1.942 -3.238 -7.811 0.09
H 1.740 -1.425 -7.984 0.09
H 2.948 -1.663 -10.456 0.12
H 2.280 -3.277 -10.025 0.12
H 4.556 -4.123 -10.294 0.12
H 5.116 -2.386 -10.517 0.12
H 6.216 -2.844 -12.644 0.08
H 5.280 -3.505 -13.964 0.08
H 5.750 -4.574 -12.588 0.08
C 4.777 -0.607 3.327 -0.09
O 6.151 -0.267 3.672 -0.19
C 6.457 -0.638 5.048 -0.19
C 7.943 -0.572 5.408 -0.20
O 8.351 0.783 5.416 -0.17
C 9.591 1.025 5.940 -0.15
H 4.621 -1.665 3.537 0.08
H 4.546 -0.438 2.276 0.08
H 4.109 0.046 3.889 0.08
H 6.218 -1.682 5.249 0.11
H 5.864 -0.017 5.721 0.12
H 8.544 -1.261 4.815 0.13
H 8.065 -1.006 6.401 0.12
H 9.792 2.076 5.733 0.09
H 10.348 0.504 5.355 0.09
H 9.658 0.815 7.007 0.09
C -4.882 -9.447 -1.669 -0.13
O -4.465 -8.556 -2.667 -0.18
C -5.230 -7.334 -2.809 -0.16
C -4.466 -6.138 -3.496 -0.17
O -3.273 -5.872 -2.761 -0.20
C -2.258 -5.174 -3.465 -0.11
H -5.089 -8.877 -0.764 0.08
H -4.088 -10.157 -1.438 0.09
H -5.757 -10.052 -1.904 0.08
H -5.651 -6.923 -1.891 0.11
H -6.122 -7.583 -3.383 0.11
H -4.956 -5.168 -3.404 0.12
H -4.254 -6.390 -4.535 0.12
H -1.332 -5.240 -2.894 0.09
H -2.534 -4.136 -3.651 0.08
H -1.951 -5.625 -4.409 0.08
C 1.237 -2.020 8.323 -0.12
O 0.800 -2.181 9.666 -0.19
C 0.133 -3.462 9.915 -0.18
C -0.262 -3.575 11.383 -0.21
O 0.891 -3.640 12.192 -0.18
C 1.760 -4.758 11.892 -0.08
H 2.076 -2.673 8.082 0.08
H 1.620 -1.006 8.208 0.08
H 0.482 -2.140 7.546 0.08
H 0.805 -4.235 9.542 0.11
H -0.786 -3.459 9.329 0.12
H -0.890 -4.464 11.454 0.12
H -0.929 -2.799 11.759 0.13
H 2.267 -5.058 12.809 0.09
H 2.396 -4.531 11.037 0.08
H 1.128 -5.597 11.601 0.08
C -7.405 -2.147 1.258 -0.08
O -7.742 -0.925 0.563 -0.20
C -8.525 -0.012 1.301 -0.20
C -10.024 -0.150 1.044 -0.20
O -10.643 -0.934 2.086 -0.17
C -12.055 -0.920 1.888 -0.12
H -8.319 -2.737 1.333 0.09
H -6.954 -1.976 2.235 0.08
H -6.671 -2.733 0.704 0.08
H -8.174 0.986 1.038 0.12
H -8.316 -0.257 2.342 0.12
H -10.111 -0.595 0.053 0.13
H -10.440 0.845 0.888 0.12
H -12.291 -1.447 0.963 0.09
H -12.542 0.055 1.893 0.08
H -12.609 -1.409 2.690 0.08
C 4.419 3.920 -1.616 -0.08
O 4.361 5.403 -1.790 -0.19
C 5.683 5.963 -1.498 -0.19
C 5.826 7.471 -1.918 -0.17
O 5.511 7.650 -3.322 -0.18
C 4.986 8.918 -3.655 -0.12
H 5.189 3.471 -2.244 0.08
H 3.491 3.378 -1.797 0.08
H 4.676 3.670 -0.587 0.08
H 6.467 5.301 -1.865 0.11
H 5.844 5.997 -0.421 0.11
H 6.687 8.035 -1.559 0.12
H 5.073 7.896 -1.254 0.11
H 4.120 9.257 -3.087 0.08
H 4.604 8.898 -4.676 0.09
H 5.757 9.662 -3.450 0.08
C -2.750 5.667 -2.717 -0.11
O -3.798 6.555 -2.400 -0.22
C -3.402 7.819 -1.744 -0.13
C -2.495 8.833 -2.624 -0.15
O -1.248 8.200 -2.971 -0.21
C -0.291 8.231 -1.925 -0.11
H -2.178 6.245 -3.443 0.08
H -3.247 4.776 -3.099 0.09
H -2.187 5.490 -1.800 0.08
H -2.874 7.511 -0.842 0.10
H -4.338 8.210 -1.343 0.11
H -2.358 9.821 -2.184 0.11
H -3.037 9.056 -3.543 0.12
H 0.701 7.871 -2.196 0.09
H -0.552 7.632 -1.053 0.08
H -0.098 9.244 -1.573 0.08
C -1.056 0.371 -1.015 -0.10
O -0.361 -0.526 -0.136 -0.20
C -1.243 -1.176 0.808 -0.15
C -1.865 -0.160 1.884 -0.21
O -1.007 0.532 2.747 -0.18
C -0.568 1.811 2.235 -0.08
H -1.921 -0.074 -1.506 0.09
H -0.290 0.622 -1.748 0.09
H -1.345 1.282 -0.489 0.07
H -0.733 -1.928 1.410 0.12
H -2.077 -1.638 0.281 0.11
H -2.615 -0.634 2.517 0.12
H -2.411 0.621 1.355 0.10
H 0.033 1.701 1.332 0.08
H 0.038 2.289 3.005 0.09
H -1.418 2.452 2.003 0.08
```

---

Below is a 7-piece molecular cluster, C32H82ClN6O14 overall at a distorted geometry, with properties calculated with the ωB97M-V functional and the def2-TZVPD basis.

Summary:
Charge: -1
ΔE to the lowest compared entry with this formula, charge and spin in kcal/mol: 49.1
DFT total energy in a.u.: -3110.0294

The geometry in XYZ format:
```
135
Properties=species:S:1:pos:R:3:lowdin_charge:R:1
Cl 0.122 0.451 -0.130 0.66
O 0.791 1.724 -0.468 -0.38
O 1.193 -0.454 0.214 -0.37
O -0.670 0.646 1.063 -0.36
O -0.655 0.078 -1.270 -0.35
C -6.861 -2.188 3.657 -0.14
O -5.515 -2.135 3.302 -0.20
C -4.887 -0.882 3.590 -0.22
C -3.535 -0.887 2.925 -0.20
N -2.466 -0.153 3.601 -0.03
C -2.867 1.138 4.172 -0.21
C -1.955 2.290 3.801 -0.24
O -0.604 1.938 3.995 -0.20
C 0.254 3.051 4.068 -0.11
H -6.988 -2.143 4.747 0.09
H -7.305 -3.126 3.321 0.08
H -7.443 -1.397 3.164 0.08
H -4.840 -0.873 4.686 0.13
H -5.533 -0.063 3.255 0.11
H -3.577 -0.732 1.835 0.12
H -3.241 -1.946 2.889 0.09
H -1.795 0.039 2.862 0.07
H -2.920 1.045 5.261 0.11
H -3.870 1.428 3.836 0.11
H -2.241 3.150 4.423 0.12
H -2.068 2.551 2.740 0.13
H 0.104 3.776 3.259 0.09
H 1.277 2.695 3.941 0.08
H 0.116 3.509 5.054 0.09
C -3.625 -2.142 -0.950 -0.11
O -3.714 -2.554 -2.297 -0.17
C -3.215 -1.607 -3.192 -0.25
C -4.046 -0.334 -3.383 -0.21
N -5.335 -0.613 -4.010 -0.08
C -5.785 0.367 -5.002 -0.20
C -7.136 -0.019 -5.565 -0.25
O -7.647 1.088 -6.258 -0.19
C -9.029 0.991 -6.513 -0.12
H -3.827 -2.980 -0.288 0.08
H -4.394 -1.368 -0.814 0.08
H -2.674 -1.685 -0.654 0.08
H -2.992 -2.025 -4.178 0.12
H -2.198 -1.273 -2.922 0.11
H -3.462 0.278 -4.076 0.12
H -4.115 0.182 -2.420 0.11
H -6.009 -0.792 -3.278 0.11
H -4.999 0.405 -5.753 0.12
H -5.928 1.307 -4.456 0.12
H -7.802 -0.239 -4.707 0.12
H -7.186 -0.983 -6.091 0.13
H -9.559 0.761 -5.578 0.08
H -9.198 0.151 -7.200 0.09
H -9.416 1.911 -6.939 0.08
C 5.173 -0.180 -5.659 -0.14
O 4.532 0.476 -4.609 -0.17
C 3.533 -0.255 -3.941 -0.25
C 3.028 0.424 -2.698 -0.21
N 2.494 1.757 -2.977 -0.03
C 1.289 1.729 -3.835 -0.20
C 0.695 3.129 -3.829 -0.22
O 1.585 3.959 -4.570 -0.19
C 0.968 5.155 -5.023 -0.12
H 5.622 0.618 -6.252 0.08
H 4.447 -0.752 -6.253 0.08
H 5.997 -0.861 -5.399 0.08
H 3.975 -1.229 -3.651 0.12
H 2.758 -0.628 -4.629 0.12
H 3.804 0.470 -1.927 0.11
H 2.332 -0.255 -2.178 0.10
H 2.054 2.079 -2.115 0.06
H 0.550 1.034 -3.408 0.11
H 1.534 1.393 -4.843 0.11
H 0.519 3.587 -2.850 0.13
H -0.287 3.085 -4.327 0.11
H -0.085 5.017 -5.280 0.08
H 1.590 5.580 -5.806 0.08
H 0.996 5.840 -4.161 0.08
C 3.323 6.175 1.414 -0.14
O 3.542 4.997 0.693 -0.17
C 3.173 3.864 1.446 -0.23
C 3.883 2.620 0.914 -0.20
N 5.329 2.885 0.958 -0.03
C 6.115 1.640 0.621 -0.17
C 6.781 0.998 1.849 -0.18
O 6.974 1.947 2.926 -0.23
C 8.303 2.028 3.405 -0.11
H 2.276 6.234 1.741 0.08
H 3.486 7.022 0.745 0.08
H 3.962 6.350 2.288 0.08
H 2.099 3.634 1.406 0.11
H 3.486 4.016 2.488 0.12
H 3.570 2.359 -0.101 0.10
H 3.550 1.728 1.470 0.12
H 5.538 2.899 1.956 0.08
H 6.933 2.057 0.023 0.10
H 5.524 0.924 0.055 0.10
H 7.717 0.485 1.631 0.11
H 6.054 0.349 2.356 0.11
H 8.997 2.197 2.577 0.09
H 8.552 1.134 3.983 0.08
H 8.349 2.910 4.042 0.08
C 1.408 -4.172 -1.797 -0.07
C 1.057 -4.225 -0.309 -0.43
C -0.419 -4.411 0.001 -0.23
O -0.629 -4.445 1.393 -0.15
C -2.022 -4.388 1.628 -0.11
N 1.856 -5.257 0.409 0.04
H 2.275 -3.538 -1.977 0.07
H 0.612 -3.767 -2.435 0.07
H 1.539 -5.173 -2.227 0.07
H 1.301 -3.220 0.038 0.10
H -0.804 -5.324 -0.490 0.13
H -0.962 -3.613 -0.529 0.12
H -2.527 -3.430 1.502 0.06
H -2.151 -4.776 2.640 0.08
H -2.544 -5.115 0.989 0.09
H 2.818 -4.999 0.173 0.06
H 1.748 -6.074 -0.200 0.06
C 3.061 -0.997 3.785 -0.06
C 2.287 -2.314 3.737 -0.42
C 1.045 -2.250 4.615 -0.21
O 0.262 -3.407 4.414 -0.17
C -0.952 -3.346 5.096 -0.14
N 1.958 -2.683 2.360 0.07
H 3.509 -0.765 4.756 0.07
H 2.350 -0.200 3.536 0.07
H 3.844 -0.927 3.029 0.06
H 2.850 -3.143 4.188 0.13
H 0.447 -1.395 4.250 0.13
H 1.256 -2.099 5.680 0.13
H -0.805 -3.086 6.162 0.08
H -1.389 -4.343 5.106 0.08
H -1.659 -2.579 4.756 0.07
H 2.777 -2.465 1.799 0.07
H 1.249 -2.054 1.986 0.06
```

---

Below is C32H83Li4N5O14 as an isolated structure at a distorted geometry, with properties calculated with the ωB97M-V functional and the def2-TZVPD basis.

Summary:
Charge: +2
ΔE to the lowest compared entry with this formula, charge and spin in kcal/mol: 233.2
DFT total energy in a.u.: -2625.3262

The geometry in XYZ format:
```
138
Properties=species:S:1:pos:R:3:lowdin_charge:R:1
Li 11.459 19.197 10.985 0.71
Li 7.496 18.844 12.526 0.80
Li 9.339 15.841 12.255 0.69
Li 4.999 15.476 11.923 0.92
O 7.612 16.786 10.303 -0.48
C 8.196 16.438 9.077 -0.39
C 9.727 16.732 8.827 -0.40
O 10.580 16.699 9.946 -0.42
H 7.640 16.776 8.202 0.10
H 8.157 15.363 9.250 0.08
H 9.811 17.791 8.583 0.07
H 10.157 16.152 8.010 0.10
C 13.555 20.456 15.746 -0.11
O 12.729 19.695 14.936 -0.21
C 13.321 18.607 14.254 -0.22
C 14.378 19.008 13.206 -0.20
N 13.695 19.965 12.339 -0.08
C 14.584 20.340 11.219 -0.17
C 13.755 21.246 10.320 -0.22
O 12.725 20.492 9.711 -0.27
C 11.953 21.135 8.714 -0.07
H 13.927 19.694 16.430 0.10
H 13.045 21.215 16.339 0.10
H 14.357 20.963 15.208 0.09
H 12.505 18.115 13.724 0.10
H 13.811 17.897 14.920 0.13
H 14.655 18.135 12.614 0.13
H 15.278 19.268 13.764 0.12
H 13.412 20.751 12.907 0.10
H 14.808 19.488 10.577 0.13
H 15.481 20.803 11.629 0.14
H 14.443 21.725 9.624 0.14
H 13.328 22.039 10.933 0.13
H 11.602 20.417 7.974 0.10
H 12.669 21.768 8.189 0.10
H 11.100 21.641 9.167 0.09
C 0.379 19.428 3.328 -0.10
O 0.607 18.846 4.598 -0.23
C 1.741 17.947 4.624 -0.19
C 1.881 17.508 6.157 -0.18
N 0.907 16.476 6.635 -0.05
C -0.457 17.036 6.741 -0.22
C -1.484 16.149 7.440 -0.24
O -1.900 15.230 6.471 -0.19
C -2.899 14.323 6.867 -0.11
H -0.263 20.304 3.427 0.09
H -0.202 18.726 2.731 0.08
H 1.327 19.576 2.812 0.08
H 2.619 18.486 4.268 0.11
H 1.610 17.041 4.033 0.12
H 1.796 18.471 6.660 0.11
H 2.868 17.079 6.326 0.09
H 0.840 15.651 6.057 0.10
H -0.793 17.194 5.716 0.11
H -0.533 18.035 7.170 0.12
H -2.315 16.763 7.789 0.12
H -1.020 15.728 8.332 0.12
H -3.487 13.925 6.040 0.09
H -3.686 14.893 7.359 0.08
H -2.544 13.494 7.479 0.09
C 9.500 4.093 11.678 -0.13
O 10.470 4.975 12.159 -0.19
C 10.424 6.309 11.638 -0.18
C 10.478 6.369 10.042 -0.19
N 10.481 7.765 9.523 -0.07
C 10.468 7.834 8.018 -0.19
C 10.033 9.199 7.457 -0.24
O 8.713 9.504 7.899 -0.19
C 8.351 10.822 7.379 -0.09
H 9.318 3.437 12.529 0.10
H 9.837 3.598 10.768 0.09
H 8.568 4.559 11.357 0.08
H 11.184 6.971 12.054 0.12
H 9.426 6.655 11.904 0.10
H 9.654 5.773 9.650 0.09
H 11.340 5.827 9.653 0.12
H 9.624 8.256 9.731 0.08
H 9.696 7.138 7.690 0.11
H 11.434 7.544 7.606 0.12
H 10.048 9.079 6.373 0.12
H 10.782 9.977 7.607 0.12
H 9.084 11.594 7.616 0.07
H 7.372 11.165 7.713 0.08
H 8.451 10.838 6.294 0.08
C 6.915 9.504 12.724 -0.08
O 7.686 10.714 12.842 -0.22
C 8.937 10.512 13.497 -0.20
C 9.557 11.905 13.787 -0.17
N 9.892 12.570 12.500 -0.08
C 11.180 12.095 12.032 -0.21
C 12.530 12.562 12.571 -0.22
O 12.801 12.115 13.864 -0.18
C 14.029 12.526 14.398 -0.11
H 6.722 9.041 13.691 0.09
H 7.526 8.777 12.189 0.08
H 5.961 9.759 12.263 0.09
H 9.626 9.980 12.841 0.11
H 8.809 9.943 14.418 0.13
H 10.422 11.755 14.433 0.12
H 8.842 12.646 14.145 0.10
H 9.229 12.294 11.789 0.09
H 11.090 12.445 11.003 0.12
H 11.153 11.024 11.830 0.12
H 12.637 13.646 12.609 0.11
H 13.271 12.274 11.825 0.13
H 14.583 11.880 15.079 0.09
H 13.917 13.499 14.877 0.08
H 14.847 12.621 13.684 0.09
C 8.378 14.266 0.836 -0.10
O 9.532 14.151 1.683 -0.21
C 9.880 15.430 2.264 -0.22
C 10.797 15.135 3.469 -0.17
N 12.078 14.517 2.945 -0.04
C 13.013 14.038 3.893 -0.25
C 14.400 13.653 3.327 -0.19
O 14.494 12.759 2.166 -0.20
C 15.804 12.309 1.808 -0.12
H 7.534 14.404 1.513 0.08
H 8.150 13.356 0.282 0.09
H 8.549 15.052 0.101 0.09
H 8.977 15.968 2.553 0.11
H 10.363 16.063 1.519 0.12
H 10.261 14.477 4.153 0.11
H 10.886 16.090 3.986 0.11
H 11.797 13.786 2.307 0.11
H 12.754 13.217 4.562 0.11
H 13.308 14.828 4.584 0.11
H 15.048 13.299 4.129 0.11
H 14.904 14.564 3.006 0.11
H 16.471 12.004 2.615 0.08
H 16.247 13.054 1.147 0.08
H 15.774 11.410 1.192 0.08
O 4.958 19.573 9.329 -0.03
H 5.045 20.067 10.144 0.01
H 5.462 18.773 9.479 0.00
O 14.861 15.669 10.112 -0.05
H 13.944 15.943 10.067 0.02
H 14.855 14.762 9.806 0.03
```